(1)
Entry from the OMol25 dataset: a molecular structure, C35H56Br10Cl2F2N4O9PS (ωB97M-V with the def2-TZVPD basis set).

Positions of all 120 atoms, in Å:
Br (-3.705, -8.886, -7.185)
Br (-4.002, -3.986, 5.305)
Br (11.745, 5.612, 5.099)
Br (-6.654, -5.940, -5.004)
Br (-8.668, -3.922, -3.566)
Br (-3.639, -8.753, -3.994)
Br (-2.550, -6.297, -5.714)
Br (9.879, 6.230, 2.584)
Br (-9.097, -4.688, -6.640)
Br (9.283, 7.627, 5.392)
Cl (-0.357, 1.012, 0.883)
Cl (-5.506, 0.265, 0.135)
S (-4.667, -2.110, 2.556)
P (6.724, 0.942, 4.567)
F (2.435, -0.310, -5.152)
F (-7.540, 1.299, -3.690)
O (-5.419, -1.035, 1.929)
O (7.079, 1.041, 3.090)
O (1.445, -2.101, -2.682)
O (-4.003, -1.931, 3.819)
O (-1.974, -0.613, -1.152)
O (2.596, -0.293, 1.498)
O (0.464, 4.383, 1.101)
O (5.439, 2.658, -2.156)
O (-5.596, -3.412, 2.569)
N (8.027, 1.974, 5.088)
N (-2.735, -1.031, -6.333)
N (6.441, 0.526, 6.227)
N (5.219, 1.768, 4.420)
C (-8.907, -1.140, -6.678)
C (-9.242, 0.737, -5.210)
C (-0.849, -0.329, -1.975)
C (-4.537, 1.351, -3.121)
C (-2.780, -8.212, -5.631)
C (-9.699, -0.092, -6.227)
C (4.607, 0.919, -0.548)
C (10.640, 6.923, 4.214)
C (-3.477, -2.690, 1.395)
C (4.606, 2.695, 5.339)
C (9.312, 1.633, 4.480)
C (-5.045, 2.240, -2.160)
C (-7.810, -2.554, 3.184)
C (0.508, -0.383, -1.264)
C (3.067, 0.571, -4.260)
C (6.839, 1.229, 7.427)
C (4.398, 2.335, -1.223)
C (-7.656, -1.360, -6.118)
C (5.515, -0.578, 6.470)
C (7.876, 3.418, 5.085)
C (-6.665, -3.495, 3.528)
C (-7.192, -0.529, -5.109)
C (0.809, 0.148, -0.078)
C (-3.543, 0.427, -2.763)
C (3.292, 0.137, -0.767)
C (2.272, -0.025, 0.370)
C (-2.982, 0.324, -1.460)
C (-7.992, 0.508, -4.666)
C (-8.468, -5.286, -4.913)
C (-4.547, 2.172, -0.839)
C (2.995, -0.387, -1.963)
C (1.633, -1.094, -2.040)
C (3.857, -0.301, -3.212)
C (4.189, 1.048, 3.672)
C (-3.472, 1.183, -0.500)
H (11.283, 7.749, 3.940)
H (-2.929, -3.521, 1.835)
H (6.679, 0.606, 8.312)
H (7.265, 3.750, 5.928)
H (3.858, 3.298, 4.818)
H (-8.169, -2.728, 2.166)
H (-7.496, -1.511, 3.241)
H (-6.284, -3.313, 4.530)
H (-3.470, -0.337, -6.127)
H (5.876, -1.235, 7.265)
H (10.133, 2.022, 5.089)
H (4.094, 2.198, 6.177)
H (4.735, 1.137, 0.526)
H (3.455, 1.736, 3.246)
H (-1.791, -8.651, -5.634)
H (9.440, 0.550, 4.424)
H (7.444, 3.793, 4.148)
H (-0.910, 0.632, -2.514)
H (4.808, 0.233, -3.045)
H (-9.266, -1.787, -7.467)
H (4.519, -0.213, 6.744)
H (-0.813, -1.124, -2.753)
H (-2.803, -1.862, 1.183)
H (2.256, 1.094, -3.718)
H (-10.673, 0.081, -6.667)
H (5.307, 3.417, 5.751)
H (8.837, 3.916, 5.239)
H (3.452, 2.307, -1.801)
H (0.300, 4.524, 2.039)
H (3.717, 1.263, -4.815)
H (5.412, -1.198, 5.577)
H (-3.087, 1.148, 0.518)
H (9.410, 2.036, 3.466)
H (-7.024, -4.524, 3.505)
H (-2.786, -1.794, -5.647)
H (7.899, 1.473, 7.432)
H (5.024, 2.671, -3.024)
H (-9.093, -6.119, -4.618)
H (-1.814, -0.577, -6.270)
H (-8.638, -2.688, 3.884)
H (0.078, 3.516, 0.924)
H (6.262, 2.146, 7.575)
H (4.066, -1.290, -3.650)
H (-5.823, 2.985, -2.350)
H (5.475, 0.395, -0.964)
H (4.239, 3.125, -0.467)
H (3.660, 0.328, 4.308)
H (-9.848, 1.553, -4.838)
H (4.620, 0.498, 2.836)
H (-4.900, 1.390, -4.157)
H (-7.043, -2.181, -6.468)
H (-3.986, -2.991, 0.481)
H (-4.907, 2.825, -0.042)
H (-2.871, -1.408, -7.278)
H (-3.178, -0.230, -3.570)
H (-6.217, -0.679, -4.660)

Output
Gap between HOMO and LUMO in eV: 1.842
ΔE to the lowest compared entry with this formula, charge and spin in eV: 1.862
Multiplicity: 1
Total charge: -1

=====

(2)
Entry from the OMol25 dataset: C6H7I in the gas phase (ωB97M-V with the def2-TZVPD basis set).

Positions of all 14 atoms, in Å:
I (-3.240, 0.179, 0.018)
C (0.268, -0.670, 1.453)
C (-1.204, -0.209, -0.218)
C (-0.492, -1.034, -1.244)
C (1.029, 1.382, -0.038)
C (-0.009, 0.441, 0.504)
C (-0.196, -1.258, 0.172)
H (-0.480, -0.928, 2.237)
H (1.889, 1.447, 0.574)
H (1.487, 1.223, -1.082)
H (0.151, -0.492, -2.047)
H (-0.990, -1.797, -1.645)
H (1.307, -0.657, 1.608)
H (0.481, 2.374, -0.291)

Output
Gap between HOMO and LUMO in eV: 8.796
ΔE to the lowest compared entry with this formula, charge and spin in eV: 4.444
Multiplicity: 1
Structure (SMILES): C[C@]12C[C@]13C[C@]23I

=====

(3)
Entry from the OMol25 dataset: a molecular structure, C33H36ClINOPS3Sr (ωB97M-V with the def2-TZVPD basis set).

Positions of all 78 atoms, in Å:
I (0.182, -6.508, -2.265)
Sr (0.287, 0.004, 0.264)
Cl (-1.528, -3.178, -6.123)
S (2.763, -0.836, -0.864)
S (2.427, 0.185, 2.277)
S (5.800, -1.116, 0.455)
P (-1.723, 1.645, 2.055)
O (0.778, -2.797, -2.171)
N (-1.217, -3.354, -1.306)
C (2.379, 1.490, 0.971)
C (-0.340, -4.648, -3.178)
C (5.539, -0.511, -1.229)
C (-3.048, -2.651, 2.881)
C (-0.205, -3.517, -2.187)
C (-3.559, -1.637, 3.681)
C (-2.427, -1.774, -3.973)
C (-1.907, 2.546, 3.636)
C (-3.079, 3.953, 5.206)
C (-2.268, -0.057, 2.410)
C (-5.009, 3.521, -0.586)
C (-3.161, -0.332, 3.448)
C (-3.006, 3.334, 3.965)
C (-0.961, 3.003, 5.815)
C (-1.711, -1.049, 1.565)
C (-0.885, 2.393, 4.574)
C (-5.181, 2.236, -0.097)
C (-2.061, 3.789, 6.133)
C (-2.309, -0.815, -2.984)
C (-0.301, -1.101, -4.862)
C (-0.203, -0.138, -3.876)
C (-1.185, 0.029, -2.879)
C (4.230, -0.917, -1.902)
C (4.235, 0.025, 2.547)
C (-2.886, 3.650, 0.530)
C (-1.410, -1.932, -4.901)
C (5.226, 0.312, 1.423)
C (2.594, 0.989, -0.585)
C (-4.212, 1.657, 0.712)
C (-2.149, -2.354, 1.863)
C (-3.059, 2.363, 1.038)
C (-1.045, 0.964, -1.776)
C (-3.857, 4.231, -0.270)
H (-3.103, -0.716, -2.250)
H (-0.162, 2.869, 6.533)
H (-3.345, -3.678, 3.063)
H (-6.073, 1.676, -0.348)
H (0.355, -4.488, -3.993)
H (0.481, -1.212, -5.602)
H (-4.345, 0.647, 1.078)
H (-3.542, 0.468, 4.074)
H (4.846, 1.044, 0.718)
H (4.345, -1.002, 2.897)
H (-1.762, -3.196, 1.294)
H (5.655, 0.574, -1.217)
H (4.458, 0.681, 3.387)
H (-3.308, -2.402, -4.029)
H (-3.710, 5.230, -0.659)
H (4.253, -1.970, -2.187)
H (3.502, 1.466, -0.944)
H (-0.022, 1.781, 4.329)
H (-0.407, 1.817, -2.055)
H (-1.351, -4.761, -3.557)
H (3.149, 2.219, 1.203)
H (1.425, 2.036, 1.090)
H (6.368, -0.899, -1.822)
H (-4.250, -1.864, 4.484)
H (0.675, 0.502, -3.857)
H (-2.080, -3.862, -1.377)
H (-1.982, 4.204, 0.762)
H (-3.811, 3.465, 3.254)
H (1.775, 1.354, -1.227)
H (6.104, 0.764, 1.886)
H (-2.123, 4.271, 7.100)
H (-1.998, 1.341, -1.403)
H (4.070, -0.339, -2.813)
H (-5.764, 3.968, -1.220)
H (-3.940, 4.563, 5.448)
H (-1.245, -2.454, -0.852)

Output
Gap between HOMO and LUMO in eV: 6.036
ΔE to the lowest compared entry with this formula, charge and spin in eV: 1.728
Multiplicity: 1

=====

(4)
Entry from the OMol25 dataset: 2 unconnected molecules or ions with the total composition C4H9N3O2 (ωB97M-V with the def2-TZVPD basis set).

Positions of all 18 atoms, in Å:
O (1.305, -1.592, 0.943)
O (0.606, 0.396, 1.765)
N (-1.326, -2.329, 0.499)
N (-0.927, -1.015, 0.817)
N (-1.963, 1.457, -0.259)
C (0.245, 0.565, -1.154)
C (-0.888, 1.165, -0.700)
C (0.480, -0.675, 0.860)
C (1.468, 1.407, -1.442)
H (1.710, 2.016, -0.574)
H (2.290, 0.726, -1.665)
H (-0.801, -2.690, -0.295)
H (0.020, -0.149, -1.943)
H (-2.276, 1.862, 0.610)
H (1.342, 0.178, 2.351)
H (-1.588, -0.387, 1.267)
H (-1.046, -2.968, 1.248)
H (1.349, 2.035, -2.326)

Output
Gap between HOMO and LUMO in eV: 8.827
ΔE to the lowest compared entry with this formula, charge and spin in eV: 4.527
Multiplicity: 1
Structure (SMILES): NNC(=O)O.CC=C=N